{"formula": "C26H41As3BN6Tc", "method": "ωB97M-V with the def2-TZVPD basis set", "species": ["Tc", "N", "C", "N", "C", "N", "N", "C", "C", "C", "C", "C", "C", "N", "C", "C", "C", "C", "C", "C", "H", "H", "H", "H", "H", "H", "H", "H", "H", "H", "H", "C", "As", "C", "C", "C", "C", "C", "As", "C", "C", "C", "As", "C", "C", "H", "H", "H", "H", "H", "H", "H", "H", "H", "H", "H", "H", "H", "H", "H", "H", "H", "H", "H", "H", "H", "H", "H", "H", "H", "H", "H", "B", "C", "N", "H", "H", "H"], "xyz": [[-0.611, -0.497, -0.914], [1.694, -4.196, -3.187], [1.032, -3.047, -3.175], [0.059, -2.779, -2.337], [-0.265, -3.723, -1.394], [-1.295, -3.493, -0.597], [-1.795, -2.251, -0.858], [-3.042, -2.133, -1.128], [-3.541, -0.790, -1.420], [-4.860, -0.546, -1.718], [-5.258, 0.758, -2.008], [-4.311, 1.766, -1.980], [-3.000, 1.452, -1.668], [-2.599, 0.198, -1.394], [0.424, -4.984, -1.327], [0.109, -6.001, -0.413], [0.757, -7.207, -0.493], [1.719, -7.438, -1.496], [2.050, -6.458, -2.397], [1.406, -5.223, -2.304], [2.419, -4.336, -3.880], [1.326, -2.304, -3.906], [-3.675, -3.013, -1.190], [-5.568, -1.365, -1.731], [-6.290, 0.981, -2.250], [-4.576, 2.792, -2.201], [-2.246, 2.225, -1.646], [-0.656, -5.826, 0.330], [0.518, -7.995, 0.208], [2.194, -8.408, -1.563], [2.778, -6.641, -3.178], [0.274, -0.744, 2.682], [-1.041, -0.029, 1.475], [-2.669, -0.839, 2.111], [-1.396, 1.847, 1.822], [-0.321, 2.928, 1.582], [-0.879, 4.197, 2.239], [-0.117, 3.230, 0.092], [0.473, 1.831, -1.133], [2.397, 1.863, -0.956], [0.262, 2.759, -2.831], [1.004, 2.485, 2.227], [2.649, 3.627, 2.426], [2.312, 4.350, 4.206], [2.432, 5.295, 1.411], [0.052, -0.362, 3.677], [1.285, -0.486, 2.386], [0.165, -1.828, 2.671], [-2.716, -0.679, 3.187], [-2.657, -1.909, 1.909], [-3.539, -0.388, 1.636], [-1.694, 1.849, 2.874], [-2.300, 2.072, 1.245], [-1.881, 4.425, 1.866], [-0.247, 5.054, 2.027], [-0.941, 4.075, 3.322], [0.660, 3.988, -0.014], [-1.033, 3.659, -0.326], [2.718, 2.901, -1.019], [2.829, 1.302, -1.785], [2.737, 1.422, -0.022], [0.067, 3.811, -2.631], [-0.541, 2.352, -3.442], [1.194, 2.663, -3.385], [1.377, 1.604, 1.695], [0.806, 2.183, 3.260], [2.228, 3.544, 4.931], [1.412, 4.964, 4.232], [3.164, 4.973, 4.475], [2.447, 5.141, 0.332], [3.319, 5.870, 1.675], [1.561, 5.881, 1.695], [3.694, -1.893, -0.016], [2.284, -1.435, -0.266], [1.169, -1.095, -0.441], [4.135, -1.190, 0.871], [3.631, -3.073, 0.276], [4.337, -1.718, -1.034]], "e_homo_ev": [-14.6, -14.6], "orbital_gap_ha": [0.184, 0.082], "s_squared": 3.83, "total_charge": 3, "multiplicity": 4, "de_lowest_kcal_mol": 8.5}